Record 1
This record from the Open Molecules 2025 dataset describes C26H33N3O5 in the gas phase. The level of theory is ωB97M-V/def2-TZVPD.

2S+1 ... 1
F_max ... 0.65 eV/A
LUMO ... 0.475 eV
DFT total energy ... -42207.32790 eV
Net charge ... 0
ΔE to the lowest compared entry with this formula, charge and spin ... 0.0 kcal per mole
HOMO level ... -0.3046 hartree

Cartesian coordinates (Å):
C  2.08  -4.54  0.53
O  1.35  -5.19  -0.48
C  0.18  -4.63  -0.90
C  -0.47  -5.29  -1.95
C  -1.65  -4.79  -2.46
C  -2.19  -3.63  -1.95
C  -1.54  -2.95  -0.92
C  -2.15  -1.70  -0.39
O  -3.34  -1.63  -0.13
N  -1.30  -0.66  -0.19
C  0.03  -0.66  -0.68
C  0.28  -0.95  -2.02
C  1.58  -0.99  -2.49
C  2.65  -0.73  -1.64
N  3.94  -0.80  -2.16
C  5.14  -0.68  -1.52
C  6.32  -0.81  -2.47
O  5.26  -0.49  -0.33
C  2.39  -0.41  -0.30
C  1.09  -0.38  0.16
C  -1.76  0.58  0.44
C  -2.79  1.31  -0.44
C  -3.52  2.37  0.41
N  -2.70  2.76  1.55
C  -1.90  3.84  1.43
O  -1.96  4.62  0.50
O  -1.06  3.96  2.48
C  -0.12  5.05  2.55
C  0.85  5.00  1.37
C  0.63  4.81  3.86
C  -0.86  6.39  2.60
C  -2.50  1.71  2.53
C  -2.36  0.34  1.83
C  -0.37  -3.47  -0.38
H  1.52  -4.50  1.47
H  2.98  -5.13  0.67
H  2.36  -3.52  0.23
H  -0.02  -6.19  -2.34
H  -2.15  -5.32  -3.26
H  -3.12  -3.23  -2.34
H  -0.54  -1.15  -2.69
H  1.76  -1.22  -3.53
H  3.98  -0.98  -3.16
H  6.27  -0.04  -3.24
H  7.24  -0.70  -1.91
H  6.31  -1.79  -2.94
H  3.22  -0.21  0.36
H  0.91  -0.15  1.20
H  -0.88  1.21  0.55
H  -3.51  0.60  -0.83
H  -2.27  1.78  -1.27
H  -4.45  1.97  0.80
H  -3.73  3.26  -0.17
H  1.34  4.03  1.33
H  1.60  5.77  1.48
H  0.31  5.16  0.44
H  -0.07  4.80  4.70
H  1.14  3.85  3.83
H  1.36  5.59  4.02
H  -0.14  7.20  2.74
H  -1.40  6.55  1.67
H  -1.57  6.40  3.42
H  -3.36  1.69  3.21
H  -1.61  1.94  3.10
H  -3.33  -0.14  1.71
H  -1.72  -0.31  2.42
H  0.09  -2.97  0.45

---

Record 2
This record from the Open Molecules 2025 dataset describes a molecular structure, C18H36MgO10S4 at a distorted geometry. The level of theory is ωB97M-V/def2-TZVPD.

2S+1 ... 1
F_max ... 4.31 eV/A
LUMO ... -1.350 eV
DFT total energy ... -88500.32350 eV
Net charge ... 0
ΔE to the lowest compared entry with this formula, charge and spin ... 275.3 kcal per mole
HOMO level ... -0.2355 hartree

Cartesian coordinates (Å):
Mg  0.30  -0.41  1.65
O  -0.20  -2.60  3.32
C  -0.91  -2.33  4.53
C  -0.84  -0.85  5.07
O  -0.85  0.15  4.07
H  -0.56  -3.11  5.20
H  -1.94  -2.70  4.47
H  0.00  -0.77  5.76
H  -1.56  -0.63  5.86
C  -1.99  5.06  -1.67
C  -2.10  4.14  -2.97
C  -1.13  3.01  -2.98
S  0.15  3.38  -1.63
O  1.47  3.48  -2.23
O  -0.10  2.47  -0.46
C  -0.48  5.06  -1.24
H  -2.57  4.74  -0.81
H  -2.46  6.04  -1.77
H  -1.82  4.94  -3.66
H  -3.14  3.82  -3.10
H  -0.64  2.91  -3.95
H  -1.59  2.03  -2.88
H  0.18  5.61  -1.91
H  -0.12  5.39  -0.27
C  2.24  -5.41  -3.53
C  2.98  -4.37  -4.50
C  3.22  -3.10  -3.67
S  1.64  -2.77  -2.82
O  0.67  -2.28  -3.81
O  1.66  -2.20  -1.51
C  1.19  -4.59  -2.59
H  3.02  -5.78  -2.87
H  1.66  -6.18  -4.04
H  2.24  -4.25  -5.29
H  3.92  -4.81  -4.83
H  3.40  -2.16  -4.19
H  4.01  -3.42  -2.99
H  0.11  -4.66  -2.71
H  1.37  -4.86  -1.55
C  -6.70  -2.02  -1.12
C  -6.81  -2.01  0.39
C  -5.52  -1.58  1.13
S  -4.53  -0.68  -0.13
O  -3.12  -0.97  0.04
O  -5.23  0.58  -0.30
C  -5.24  -1.59  -1.61
H  -7.49  -1.49  -1.65
H  -6.81  -3.00  -1.58
H  -7.38  -2.76  0.94
H  -7.53  -1.25  0.68
H  -5.07  -2.52  1.47
H  -5.57  -1.05  2.08
H  -4.73  -2.54  -1.73
H  -5.08  -0.99  -2.51
C  5.07  3.51  3.74
C  5.33  3.37  2.21
C  5.80  1.99  1.99
S  4.83  0.85  3.08
O  5.60  -0.20  3.71
O  3.55  0.51  2.50
C  4.42  2.20  4.33
H  4.31  4.29  3.75
H  5.91  3.81  4.36
H  6.11  4.03  1.83
H  4.48  3.59  1.55
H  6.81  2.00  2.40
H  6.04  1.56  1.02
H  4.77  2.18  5.36
H  3.35  2.19  4.56

---

Record 3
This record from the Open Molecules 2025 dataset describes 7 unconnected molecules or ions with the total composition C25H35F6O23P. The level of theory is ωB97M-V/def2-TZVPD.

2S+1 ... 1
F_max ... 0.31 eV/A
LUMO ... 0.168 eV
DFT total energy ... -99182.21448 eV
Net charge ... 0
HOMO level ... -0.3456 hartree

Cartesian coordinates (Å):
C  0.47  -1.33  3.16
O  -0.57  -0.63  3.82
C  -0.86  0.60  3.17
C  -2.05  1.25  3.87
C  -3.25  1.58  2.96
C  -4.53  0.88  3.42
C  -5.72  1.28  2.55
C  -6.93  0.33  2.60
O  -6.68  -0.77  3.49
P  -7.79  -1.85  3.89
O  -8.24  -1.77  5.27
O  -7.08  -3.21  3.46
O  -8.93  -1.79  2.78
H  0.82  -2.13  3.82
H  0.12  -1.75  2.21
H  1.31  -0.67  2.94
H  -1.07  0.40  2.12
H  0.03  1.24  3.22
H  -2.38  0.52  4.62
H  -1.74  2.13  4.43
H  -3.41  2.66  2.92
H  -3.03  1.23  1.95
H  -4.36  -0.19  3.39
H  -4.73  1.16  4.46
H  -5.40  1.38  1.51
H  -6.06  2.27  2.87
H  -7.16  -0.06  1.61
H  -7.81  0.88  2.96
H  -6.12  -3.10  3.39
H  -9.37  -0.93  2.71
O  2.01  0.44  6.91
C  0.98  0.06  7.33
O  0.83  -0.77  8.39
C  -0.57  -0.89  8.68
C  -1.20  -0.50  7.36
F  -2.37  0.16  7.52
O  -0.24  0.38  6.81
H  -0.85  -0.18  9.45
H  -0.79  -1.91  9.00
H  -1.36  -1.33  6.66
O  -5.13  -9.04  0.55
C  -5.23  -7.97  1.03
O  -6.37  -7.23  1.07
C  -6.14  -6.08  1.88
C  -4.63  -5.94  1.81
F  -4.11  -5.46  2.97
O  -4.21  -7.27  1.62
H  -6.46  -6.28  2.90
H  -6.68  -5.23  1.48
H  -4.26  -5.33  0.99
O  0.80  0.13  -0.35
C  1.96  -0.13  -0.30
O  2.91  0.34  -1.12
C  4.19  -0.07  -0.63
C  3.83  -1.28  0.21
F  4.62  -1.41  1.30
O  2.51  -0.98  0.62
H  4.61  0.72  -0.01
H  4.85  -0.30  -1.46
H  3.83  -2.22  -0.34
O  5.20  -2.56  -3.08
C  5.10  -1.77  -3.95
O  4.63  -0.51  -3.79
C  4.81  0.21  -5.02
C  4.89  -0.92  -6.02
F  5.75  -0.65  -7.04
O  5.42  -1.99  -5.25
H  5.74  0.76  -4.97
H  3.98  0.89  -5.19
H  3.94  -1.23  -6.45
O  6.55  2.21  -3.19
C  6.55  3.13  -3.93
O  7.40  4.18  -3.88
C  7.18  5.01  -5.02
C  5.76  4.63  -5.42
F  5.57  4.66  -6.76
O  5.67  3.30  -4.96
H  7.87  4.74  -5.82
H  7.30  6.06  -4.75
H  4.98  5.22  -4.94
O  2.97  2.17  -6.94
C  3.02  3.01  -7.77
O  2.65  4.30  -7.59
C  3.04  5.05  -8.74
C  3.14  3.97  -9.81
F  4.13  4.20  -10.69
O  3.46  2.82  -9.04
H  4.02  5.49  -8.57
H  2.30  5.81  -8.96
H  2.21  3.78  -10.36

---

Record 4
This record from the Open Molecules 2025 dataset describes a molecular structure, C5H8FO4Y at a distorted geometry. The level of theory is ωB97M-V/def2-TZVPD.

2S+1 ... 2
<S²> ... 1.755
F_max ... 1.72 eV/A
LUMO (alpha / beta) ... -4.194 / -3.509 eV
DFT total energy ... -17253.81146 eV
Net charge ... +1
ΔE to the lowest compared entry with this formula, charge and spin ... 77.7 kcal per mole
HOMO level (alpha / beta) ... -0.3686 / -0.4865 hartree

Cartesian coordinates (Å):
C  3.63  3.87  -0.06
O  3.26  3.20  -1.19
C  3.20  5.34  -0.03
H  3.22  3.40  0.88
H  4.74  3.86  0.11
H  3.51  5.84  0.90
H  3.65  5.89  -0.88
H  2.10  5.42  -0.12
C  -0.09  -1.20  -0.34
O  1.20  -1.20  -0.06
C  1.84  -0.11  -0.71
C  0.68  0.77  -1.13
O  -0.47  -0.13  -0.98
O  -0.83  -2.11  0.01
F  2.50  -0.63  -1.78
H  2.56  0.36  -0.03
H  0.53  1.62  -0.46
H  0.73  1.07  -2.18
Y  -3.04  -3.07  -0.03

---

Record 5
This record from the Open Molecules 2025 dataset describes a molecular structure, C30H78HgO26S8 at a distorted geometry. The level of theory is ωB97M-V/def2-TZVPD.

2S+1 ... 1
F_max ... 5.56 eV/A
LUMO ... 0.048 eV
DFT total energy ... -176455.60346 eV
Net charge ... 0
HOMO level ... -0.2731 hartree

Cartesian coordinates (Å):
Hg  -14.21  39.95  10.01
C  -13.10  36.19  10.95
C  -14.26  36.91  11.71
C  -13.82  37.35  13.08
O  -14.97  37.90  11.01
H  -13.45  35.74  10.02
H  -12.70  35.35  11.51
H  -12.28  36.89  10.77
H  -14.99  36.10  11.83
H  -14.64  37.62  13.75
H  -13.20  38.24  12.97
H  -13.31  36.53  13.58
C  -14.45  43.63  9.06
C  -13.48  42.89  8.15
C  -12.18  43.70  7.90
O  -13.26  41.55  8.54
H  -15.27  43.02  9.43
H  -14.87  44.48  8.52
H  -13.92  44.06  9.92
H  -14.02  42.81  7.20
H  -11.53  43.35  7.10
H  -11.50  43.82  8.74
H  -12.48  44.72  7.64
O  -11.90  37.59  6.83
S  -11.47  38.23  8.10
O  -12.50  38.63  9.12
O  -10.39  37.12  8.85
C  -9.49  36.45  8.01
C  -8.99  35.29  8.88
C  -10.24  39.58  7.76
H  -8.71  37.11  7.65
H  -9.93  35.97  7.13
H  -8.18  34.78  8.36
H  -9.76  34.62  9.26
H  -8.52  35.85  9.68
H  -10.81  40.48  7.54
H  -9.58  39.24  6.96
H  -9.61  39.78  8.62
O  -14.83  41.67  2.83
S  -16.16  41.73  3.39
O  -17.04  42.81  2.95
O  -16.91  40.34  2.99
C  -18.30  40.19  3.14
C  -18.77  38.85  2.65
C  -16.16  41.47  5.31
H  -18.68  40.88  2.39
H  -18.73  40.51  4.09
H  -18.55  38.60  1.61
H  -19.84  38.94  2.82
H  -18.51  38.08  3.37
H  -15.31  40.87  5.63
H  -17.12  41.01  5.58
H  -15.98  42.40  5.84
O  -15.59  43.43  13.37
S  -14.76  42.26  13.08
O  -14.62  41.66  11.75
O  -13.26  42.56  13.70
C  -12.98  43.22  14.95
C  -12.16  44.49  14.70
C  -15.40  40.90  14.23
H  -12.55  42.59  15.73
H  -13.93  43.48  15.43
H  -11.95  45.11  15.57
H  -12.72  45.12  14.02
H  -11.21  44.35  14.19
H  -16.47  40.82  14.06
H  -15.37  41.23  15.27
H  -14.70  40.07  14.19
O  -10.03  41.36  4.99
S  -11.25  41.36  4.18
O  -11.87  42.57  3.69
O  -10.79  40.49  2.83
C  -11.64  40.36  1.80
C  -11.06  39.05  1.21
C  -12.44  40.15  4.94
H  -11.42  41.01  0.95
H  -12.72  40.29  1.92
H  -11.23  38.22  1.89
H  -9.99  39.13  1.07
H  -11.44  38.86  0.20
H  -13.39  40.18  4.39
H  -12.71  40.62  5.88
H  -11.97  39.17  4.95
O  -20.26  40.09  15.22
S  -20.20  39.46  13.90
O  -19.76  40.17  12.72
O  -19.38  38.05  14.07
C  -18.40  37.67  13.14
C  -17.89  36.42  13.66
C  -21.88  38.73  13.58
H  -17.55  38.35  13.12
H  -18.81  37.58  12.14
H  -18.71  35.70  13.60
H  -17.44  36.49  14.65
H  -17.26  36.08  12.83
H  -21.79  38.59  12.50
H  -22.59  39.50  13.87
H  -21.99  37.87  14.23
O  -12.24  40.38  11.34
S  -11.06  40.88  12.01
O  -10.90  40.73  13.47
O  -9.76  40.29  11.22
C  -8.48  40.61  11.65
C  -7.40  40.20  10.65
C  -10.98  42.71  11.57
H  -8.42  40.09  12.61
H  -8.46  41.66  11.95
H  -6.38  40.39  10.98
H  -7.45  40.77  9.72
H  -7.52  39.14  10.42
H  -11.87  43.28  11.82
H  -10.77  42.69  10.50
H  -10.09  43.15  12.04
O  -15.12  39.03  7.87
S  -15.66  38.15  6.87
O  -16.95  38.35  6.25
O  -14.50  38.05  5.71
C  -14.93  37.47  4.55
C  -13.70  37.17  3.69
C  -15.52  36.37  7.53
H  -15.63  38.12  4.04
H  -15.49  36.55  4.70
H  -14.03  36.61  2.81
H  -13.13  36.50  4.33
H  -13.22  38.06  3.30
H  -16.08  36.44  8.47
H  -14.45  36.20  7.64
H  -16.02  35.63  6.91
O  -17.75  41.98  8.02
S  -17.78  41.18  9.25
O  -16.49  40.61  9.76
O  -18.38  42.17  10.54
C  -19.41  43.05  10.29
C  -20.52  42.76  11.32
C  -19.04  39.85  9.28
H  -19.80  42.74  9.32
H  -19.11  44.10  10.21
H  -20.18  42.95  12.34
H  -20.77  41.70  11.35
H  -21.43  43.35  11.22
H  -18.94  39.14  10.11
H  -18.93  39.33  8.32
H  -19.99  40.36  9.40

---

Record 6
This record from the Open Molecules 2025 dataset describes C2H2F2O3 in the gas phase at a distorted geometry. The level of theory is ωB97M-V/def2-TZVPD.

2S+1 ... 1
F_max ... 3.25 eV/A
LUMO ... 0.501 eV
DFT total energy ... -13683.52967 eV
Net charge ... 0
ΔE to the lowest compared entry with this formula, charge and spin ... 19.4 kcal per mole
HOMO level ... -0.4486 hartree

Cartesian coordinates (Å):
O  1.34  1.58  0.26
C  1.21  0.41  0.20
F  2.33  -0.43  0.18
C  -0.19  -0.27  0.00
O  -1.25  0.55  -0.46
O  -0.68  -0.82  1.11
F  -0.14  -1.13  -1.08
H  -0.97  1.03  -1.28
H  -1.64  -0.93  1.06

---

Record 7
This record from the Open Molecules 2025 dataset describes a molecular structure, C24H43N6OPb at a distorted geometry. The level of theory is ωB97M-V/def2-TZVPD.

2S+1 ... 1
F_max ... 1.81 eV/A
LUMO ... -1.550 eV
DFT total energy ... -41815.06224 eV
Net charge ... +1
ΔE to the lowest compared entry with this formula, charge and spin ... 0.0 kcal per mole
HOMO level ... -0.4001 hartree

Cartesian coordinates (Å):
Pb  0.74  0.32  0.66
O  2.73  0.85  -0.28
H  3.62  0.97  0.04
C  0.21  4.77  -3.91
C  1.00  5.19  -2.67
C  0.12  5.18  -1.36
C  0.10  3.90  -0.69
N  0.08  2.86  -0.20
H  0.83  4.62  -4.79
H  -0.59  5.48  -4.15
H  -0.28  3.82  -3.70
H  1.35  6.19  -2.88
H  1.80  4.50  -2.40
H  -0.89  5.38  -1.71
H  0.51  5.96  -0.71
C  3.19  4.45  0.36
C  4.15  4.43  1.58
C  4.18  3.14  2.41
C  2.90  2.47  2.57
N  1.87  1.96  2.67
H  3.48  5.29  -0.26
H  2.18  4.48  0.77
H  3.29  3.51  -0.19
H  3.87  5.33  2.13
H  5.16  4.68  1.24
H  4.47  3.48  3.41
H  4.95  2.46  2.05
C  -1.13  -1.57  5.96
C  0.32  -1.92  6.34
C  1.10  -2.49  5.14
C  1.09  -1.58  4.01
N  1.03  -0.90  3.09
H  -1.31  -1.16  4.97
H  -1.49  -0.80  6.66
H  -1.74  -2.46  6.06
H  0.28  -2.61  7.17
H  0.77  -0.96  6.60
H  0.59  -3.39  4.80
H  2.14  -2.68  5.41
C  -4.15  0.25  -3.01
C  -3.52  -0.89  -3.85
C  -2.03  -0.64  -4.05
C  -1.28  -0.50  -2.79
N  -0.71  -0.31  -1.81
H  -3.76  0.27  -1.99
H  -5.24  0.14  -2.97
H  -3.96  1.21  -3.50
H  -4.03  -0.95  -4.80
H  -3.76  -1.76  -3.23
H  -1.83  0.20  -4.71
H  -1.57  -1.49  -4.57
C  -3.79  -3.17  3.04
C  -3.63  -3.85  1.69
C  -3.65  -2.84  0.52
C  -2.48  -1.93  0.69
N  -1.56  -1.27  0.83
H  -2.93  -2.52  3.24
H  -3.88  -3.86  3.87
H  -4.55  -2.37  3.00
H  -4.44  -4.54  1.42
H  -2.72  -4.43  1.58
H  -4.55  -2.24  0.42
H  -3.50  -3.34  -0.44
C  1.59  -4.10  -4.44
C  1.26  -3.87  -2.96
C  2.33  -3.08  -2.21
C  1.91  -2.61  -0.90
N  1.64  -2.23  0.15
H  2.15  -3.26  -4.84
H  0.65  -4.25  -4.97
H  2.10  -5.06  -4.49
H  1.02  -4.78  -2.40
H  0.33  -3.30  -2.86
H  2.60  -2.15  -2.71
H  3.26  -3.65  -2.15

---

> 2S+1 of number 4 (C5H8FO4Y)?

2